Run a
The following is a DFT calculation (the ωB97M-V functional and the def2-TZVPD basis) of 2 unconnected molecules or ions with the total composition C2H5BrClN.

Each line ends with the natural charge from an NBO analysis.
CARTESIAN COORDINATES (ANGSTROEM)
C1 -1.936 0.531 -0.137  -0.692
C2 1.269 -1.162 -0.376  0.034
N1 1.901 -0.315 0.465  -0.779
Cl1 2.282 -1.766 -1.628  -0.041
Br1 -1.616 1.131 1.646  -0.014
H1 -0.904 0.362 -0.597  0.247
H2 -2.584 -0.349 -0.294  0.229
H3 -2.651 1.351 -0.556  0.226
H4 1.379 0.138 1.175  0.410
H5 2.862 0.079 0.301  0.380

Calculated values
- LUMO energy (eV) = 0.774
- Kohn-Sham gap (eV) = 9.82
- charge = 0

=====

Run b
The following is a DFT calculation (the ωB97M-V functional and the def2-TZVPD basis) of a single C2H5BrClN molecule.

Each line ends with the natural charge from an NBO analysis.
CARTESIAN COORDINATES (ANGSTROEM)
N1 1.418 -0.060 -0.267  -0.838
C1 0.037 0.224 -0.316  -0.003
Cl1 -0.204 2.011 0.147  -0.173
C2 -0.819 -0.624 0.556  -0.517
Br1 -2.602 -0.496 -0.014  0.051
H1 1.909 0.152 -1.113  0.389
H2 1.745 0.395 0.552  0.378
H3 -0.481 0.312 -1.382  0.230
H4 -0.631 -0.229 1.504  0.230
H5 -0.372 -1.685 0.334  0.253

Calculated values
- LUMO energy (eV) = 0.848
- Kohn-Sham gap (eV) = 10.85
- SMILES = N[C@H](Cl)CBr
- charge = 0

=====

Which structure wins on stability? run b wins.

=====

Run a
The following is a DFT calculation (the ωB97M-V functional and the def2-TZVPD basis) of a single C17H18N2O5S molecule.

Each line ends with the natural charge from an NBO analysis.
CARTESIAN COORDINATES (ANGSTROEM)
C1 -5.200 -1.717 -2.334  -0.258
O1 -4.310 -1.016 -1.481  -0.503
C2 -3.823 -1.709 -0.444  0.785
O2 -4.106 -2.863 -0.228  -0.595
C3 -2.907 -0.902 0.400  -0.176
C4 -2.331 -1.503 1.516  -0.153
C5 -1.478 -0.777 2.322  -0.212
C6 -1.174 0.549 2.043  -0.031
C7 -0.225 1.317 2.916  -0.647
C8 -1.768 1.152 0.925  0.190
N1 -1.512 2.488 0.594  -0.865
S1 -0.806 2.834 -0.897  2.321
O3 -0.442 4.217 -0.823  -0.937
O4 -1.669 2.387 -1.941  -0.922
C9 0.666 1.823 -0.835  -0.389
C10 0.603 0.485 -1.175  -0.108
C11 1.721 -0.315 -1.026  -0.257
C12 2.907 0.233 -0.537  0.170
N2 4.069 -0.513 -0.367  -0.605
C13 4.284 -1.849 -0.606  0.690
C14 5.710 -2.255 -0.307  -0.715
O5 3.440 -2.613 -1.003  -0.584
C15 2.954 1.590 -0.202  -0.242
C16 1.832 2.381 -0.345  -0.184
C17 -2.627 0.427 0.109  -0.200
H1 -4.717 -2.610 -2.737  0.195
H2 -6.093 -2.022 -1.784  0.192
H3 -5.459 -1.028 -3.133  0.197
H4 -2.563 -2.535 1.731  0.238
H5 -1.028 -1.248 3.184  0.213
H6 -0.736 2.144 3.411  0.218
H7 0.189 0.668 3.683  0.228
H8 0.598 1.724 2.326  0.223
H9 -1.063 3.029 1.316  0.409
H10 -0.319 0.085 -1.564  0.235
H11 1.686 -1.360 -1.286  0.264
H12 4.863 0.016 -0.031  0.397
H13 5.829 -3.314 -0.512  0.247
H14 6.401 -1.691 -0.930  0.229
H15 5.945 -2.066 0.739  0.228
H16 3.874 2.019 0.171  0.210
H17 1.843 3.431 -0.099  0.246
H18 -3.058 0.908 -0.753  0.260

Calculated values
- LUMO energy (eV) = 0.338
- Kohn-Sham gap (eV) = 9.21
- SMILES = COC(=O)c1ccc(C)c(NS(=O)(=O)c2ccc(NC(C)=O)cc2)c1
- charge = 0

=====

Run b
The following is a DFT calculation (the ωB97M-V functional and the def2-TZVPD basis) of a single C17H18N2O5S molecule.

Each line ends with the natural charge from an NBO analysis.
CARTESIAN COORDINATES (ANGSTROEM)
C1 -2.612 6.740 -0.865  -0.269
O1 -2.015 5.453 -0.833  -0.515
C2 -1.140 5.198 0.157  0.784
O2 -0.847 6.001 1.011  -0.602
C3 -0.591 3.828 0.078  -0.204
C4 0.329 3.423 1.043  -0.125
C5 0.868 2.154 1.023  -0.286
C6 0.487 1.259 0.022  0.261
N1 0.959 -0.046 -0.056  -0.644
C7 1.847 -0.684 0.757  0.674
O3 2.454 -0.182 1.678  -0.589
C8 2.026 -2.121 0.364  -0.122
C9 3.303 -2.593 0.085  -0.160
C10 3.499 -3.913 -0.280  -0.200
C11 2.419 -4.777 -0.355  -0.189
C12 1.147 -4.326 -0.049  -0.225
C13 0.946 -3.002 0.317  0.137
N2 -0.356 -2.525 0.671  -0.694
C14 -1.006 -3.235 1.758  -0.429
S1 -1.350 -2.372 -0.677  2.307
C15 -2.558 -1.151 -0.115  -0.869
O4 -2.026 -3.598 -0.977  -0.933
O5 -0.552 -1.774 -1.713  -0.959
C16 -0.430 1.666 -0.953  -0.295
C17 -0.963 2.935 -0.927  -0.143
H1 -2.414 7.183 -1.841  0.189
H2 -3.688 6.629 -0.721  0.186
H3 -2.192 7.364 -0.074  0.218
H4 0.612 4.127 1.811  0.237
H5 1.580 1.846 1.769  0.259
H6 0.555 -0.602 -0.809  0.437
H7 4.135 -1.909 0.152  0.230
H8 4.493 -4.267 -0.506  0.220
H9 2.566 -5.805 -0.648  0.220
H10 0.300 -4.992 -0.102  0.231
H11 -1.546 -4.115 1.398  0.211
H12 -0.254 -3.540 2.484  0.231
H13 -1.706 -2.556 2.242  0.208
H14 -3.051 -0.757 -0.995  0.260
H15 -3.276 -1.644 0.526  0.247
H16 -2.024 -0.367 0.405  0.257
H17 -0.708 0.968 -1.730  0.222
H18 -1.668 3.247 -1.681  0.231

Calculated values
- LUMO energy (eV) = 0.390
- Kohn-Sham gap (eV) = 9.02
- SMILES = COC(=O)c1ccc(NC(=O)c2ccccc2N(C)S(C)(=O)=O)cc1
- charge = 0

=====

Which structure wins on stability? run a wins.